The following is a quantum chemistry calculation of a structure of composition C35H77BaF5N12O2S3SbTe, from the Open Molecules 2025 dataset.

Results
ΔE to the lowest compared entry with this formula, charge and spin	89.3	kJ/mol
gap between HOMO and LUMO	7.76	eV
LUMO level	-0.08961	hartree
DFT total energy	-120134.4629	eV
net charge	+1

Last column: Löwdin charge in e.
Cartesian coordinates (Å):
1 Ba 0.132 0.394 -0.499  1.585
2 C -0.890 1.275 5.459  -0.056
3 N -0.356 0.368 4.454  -0.137
4 C -1.325 -0.352 3.649  -0.057
5 C 0.955 0.410 4.067  -0.414
6 N 1.298 0.095 2.853  0.087
7 C 2.671 -0.389 2.704  -0.219
8 C 3.128 -0.601 1.276  -0.229
9 N 2.375 -1.526 0.424  -0.215
10 C 1.955 -2.766 1.083  -0.172
11 C 0.471 -2.731 1.398  -0.215
12 N -0.303 -2.662 0.167  0.067
13 C -1.077 -3.646 -0.134  -0.386
14 N -1.820 -3.586 -1.281  -0.120
15 C -2.453 -4.745 -1.879  -0.039
16 C -1.652 -2.424 -2.131  -0.068
17 N -1.205 -4.801 0.674  -0.222
18 C -0.434 -5.973 0.319  -0.061
19 C -2.451 -5.027 1.371  -0.066
20 C 3.199 -1.798 -0.759  -0.202
21 C 2.422 -2.437 -1.892  -0.229
22 N 1.737 -1.409 -2.659  0.063
23 C 1.502 -1.657 -3.908  -0.406
24 N 1.578 -2.909 -4.492  -0.153
25 C 0.991 -4.093 -3.898  -0.062
26 C 2.006 -3.091 -5.866  -0.058
27 N 1.259 -0.635 -4.795  -0.156
28 C 0.134 -0.704 -5.709  -0.036
29 C 1.730 0.697 -4.505  -0.076
30 N 1.848 0.729 5.089  -0.170
31 C 1.686 0.234 6.441  -0.063
32 C 2.862 1.750 4.918  -0.074
33 H -1.695 1.876 5.045  0.057
34 H -0.119 1.954 5.808  0.079
35 H -1.282 0.724 6.318  0.098
36 H -2.220 -0.512 4.252  0.096
37 H -0.925 -1.322 3.365  0.073
38 H -1.608 0.179 2.734  0.033
39 H 2.783 -1.324 3.266  0.122
40 H 3.413 0.282 3.130  0.078
41 H 4.183 -0.920 1.331  0.134
42 H 3.124 0.368 0.761  0.041
43 H 2.527 -2.950 2.000  0.121
44 H 2.163 -3.613 0.426  0.112
45 H 0.301 -1.814 1.963  0.053
46 H 0.200 -3.589 2.020  0.120
47 H -2.657 -5.505 -1.135  0.059
48 H -1.830 -5.189 -2.664  0.089
49 H -3.401 -4.449 -2.328  0.093
50 H -1.938 -1.528 -1.592  0.019
51 H -2.287 -2.517 -3.010  0.104
52 H -0.614 -2.288 -2.442  0.053
53 H 0.492 -5.667 -0.171  0.089
54 H -0.965 -6.662 -0.352  0.081
55 H -0.168 -6.526 1.223  0.090
56 H -2.937 -4.072 1.568  0.094
57 H -2.249 -5.508 2.332  0.089
58 H -3.160 -5.667 0.827  0.078
59 H 4.069 -2.416 -0.482  0.131
60 H 3.586 -0.847 -1.125  0.060
61 H 1.710 -3.151 -1.468  0.076
62 H 3.112 -3.010 -2.523  0.129
63 H 0.577 -3.875 -2.921  0.052
64 H 1.733 -4.890 -3.793  0.098
65 H 0.181 -4.468 -4.535  0.094
66 H 2.493 -2.192 -6.229  0.094
67 H 1.170 -3.333 -6.532  0.086
68 H 2.718 -3.919 -5.911  0.092
69 H 0.430 -0.384 -6.712  0.096
70 H -0.678 -0.060 -5.363  0.076
71 H -0.240 -1.724 -5.769  0.085
72 H 2.543 0.635 -3.784  0.075
73 H 0.939 1.328 -4.092  0.052
74 H 2.094 1.152 -5.432  0.099
75 H 0.928 -0.545 6.463  0.094
76 H 1.399 1.024 7.144  0.086
77 H 2.629 -0.195 6.788  0.092
78 H 2.703 2.558 5.641  0.095
79 H 2.798 2.180 3.921  0.046
80 H 3.871 1.354 5.078  0.093
81 C 4.702 2.578 1.200  -0.512
82 C 5.429 2.390 -0.143  -0.500
83 S 4.494 1.685 -1.536  0.861
84 C 4.354 3.094 -2.680  -0.497
85 C 2.937 3.555 -3.070  -0.498
86 S 1.564 3.277 -1.933  0.804
87 C 1.775 4.609 -0.738  -0.522
88 C 2.999 4.522 0.159  -0.493
89 S 2.950 3.015 1.161  0.822
90 H 5.240 3.332 1.777  0.084
91 H 4.736 1.656 1.784  0.052
92 H 6.271 1.718 0.030  0.074
93 H 5.862 3.330 -0.482  0.068
94 H 4.875 2.804 -3.592  0.073
95 H 4.924 3.917 -2.252  0.063
96 H 2.625 3.059 -3.984  0.045
97 H 2.960 4.623 -3.294  0.088
98 H 0.864 4.568 -0.136  0.027
99 H 1.762 5.565 -1.267  0.093
100 H 3.042 5.398 0.808  0.086
101 H 3.910 4.511 -0.437  0.057
102 F -1.618 3.329 -3.408  -0.364
103 Te -2.238 1.718 -2.718  1.741
104 F -2.738 1.529 -4.499  -0.358
105 F -1.548 2.572 -1.103  -0.554
106 F -3.814 2.535 -2.191  -0.338
107 F -3.339 0.185 -2.578  -0.381
108 O -0.760 0.722 -2.650  -0.881
109 N -2.526 0.321 0.027  0.018
110 C -3.678 0.225 0.103  -0.262
111 N -4.971 0.100 0.203  -0.060
112 C -5.724 -0.755 -0.727  -0.090
113 C -6.851 0.069 -1.323  -0.172
114 O -7.641 0.645 -0.298  -0.114
115 C -6.888 1.563 0.469  -0.177
116 C -5.754 0.852 1.189  -0.086
117 H -6.125 -1.608 -0.174  0.135
118 H -5.050 -1.103 -1.507  0.118
119 H -7.509 -0.561 -1.919  0.135
120 H -6.431 0.854 -1.964  0.131
121 H -7.569 2.013 1.190  0.134
122 H -6.479 2.350 -0.177  0.133
123 H -6.157 0.150 1.924  0.137
124 H -5.104 1.564 1.694  0.109
125 C -1.640 4.993 1.159  -0.318
126 Sb -1.037 3.119 2.021  1.263
127 C -2.922 2.941 3.062  -0.331
128 C 0.093 4.059 3.588  -0.318
129 H -2.080 5.615 1.939  0.014
130 H -2.379 4.808 0.380  0.005
131 H -0.801 5.529 0.721  -0.008
132 H -2.926 3.592 3.936  0.013
133 H -3.142 1.922 3.368  -0.022
134 H -3.697 3.289 2.378  -0.003
135 H -0.563 4.626 4.248  0.015
136 H 0.811 4.738 3.125  0.000
137 H 0.650 3.322 4.162  -0.036

The following is a quantum chemistry calculation of a cluster of 2 separate species, C2HCl3I2 in total, from the Open Molecules 2025 dataset.

Results
ΔE to the lowest compared entry with this formula, charge and spin	1.3	kJ/mol
2S+1	3
gap between HOMO and LUMO (spin up / spin down)	8.08 / 6.69	eV
LUMO level (spin up / spin down)	-0.02260 / -0.12685	hartree
DFT total energy	-55856.0960	eV
net charge	0

Last column: Löwdin charge in e.
Cartesian coordinates (Å):
1 C -0.163 0.393 -0.650  -1.128
2 C -0.530 -0.632 0.361  -1.328
3 Cl 0.564 -0.090 -2.151  0.587
4 Cl -1.944 1.294 -1.022  0.336
5 Cl -0.844 -2.216 -0.194  0.606
6 I 3.110 0.159 1.534  0.092
7 I -0.745 -0.128 2.420  0.794
8 H 0.552 1.220 -0.298  0.041

The following is a quantum chemistry calculation of the molecule C4H10N2O2, from the Open Molecules 2025 dataset.

Results
ΔE to the lowest compared entry with this formula, charge and spin	135.9	kJ/mol
gap between HOMO and LUMO	9.65	eV
SMILES	NC(=O)[C@H](N)CCO
LUMO level	0.02974	hartree
DFT total energy	-11385.4947	eV
net charge	0

Last column: Löwdin charge in e.
Cartesian coordinates (Å):
1 N -0.328 1.823 1.781  0.168
2 C 0.125 0.542 1.693  -0.532
3 O 0.834 0.047 2.545  0.061
4 C -0.304 -0.198 0.453  -0.330
5 N -0.587 -1.580 0.758  0.060
6 C 0.810 -0.019 -0.627  -0.135
7 C 0.231 0.148 -2.011  -0.269
8 O -0.534 -0.986 -2.401  -0.076
9 H -0.757 2.300 1.005  0.102
10 H -0.069 2.372 2.585  0.109
11 H -1.240 0.209 0.059  0.141
12 H 0.005 -2.017 1.440  0.078
13 H -1.478 -1.950 0.501  0.076
14 H 1.518 0.755 -0.343  0.116
15 H 1.392 -0.952 -0.570  0.123
16 H 1.000 0.342 -2.750  0.109
17 H -0.485 0.969 -2.031  0.115
18 H -0.131 -1.806 -2.088  0.083

The following is a quantum chemistry calculation of the ion C12H30O5PSi with charge +1, from the Open Molecules 2025 dataset.

Results
gap between HOMO and LUMO	10.50	eV
LUMO level	-0.09202	hartree
DFT total energy	-40327.0715	eV
net charge	+1

Last column: Löwdin charge in e.
Cartesian coordinates (Å):
1 C -2.780 1.990 -0.064  -0.061
2 C -2.443 2.372 1.364  -0.250
3 O -1.092 2.740 1.589  -0.111
4 C -0.118 1.800 1.236  -0.254
5 C -0.307 0.446 1.910  -0.184
6 P 0.860 -0.815 1.379  0.995
7 C 1.519 -0.559 -0.280  -0.178
8 C 0.839 -1.415 -1.365  -0.283
9 O -0.278 -0.788 -1.938  -0.198
10 Si -0.015 0.358 -3.159  0.443
11 C -1.556 0.321 -4.216  -0.146
12 C 1.452 -0.059 -4.248  -0.149
13 C 0.195 2.114 -2.523  -0.147
14 C 2.302 -0.752 2.532  -0.220
15 O 2.073 0.160 3.571  -0.180
16 O 3.120 1.116 3.525  0.011
17 O 0.102 -2.195 1.450  -0.239
18 C 0.068 -2.875 2.743  -0.241
19 C -0.967 -3.961 2.629  -0.047
20 H -3.802 1.642 -0.096  0.086
21 H -2.168 1.180 -0.443  0.056
22 H -2.661 2.846 -0.717  0.082
23 H -2.769 1.579 2.034  0.110
24 H -3.028 3.240 1.625  0.125
25 H 0.824 2.210 1.585  0.129
26 H -0.037 1.725 0.154  0.079
27 H -0.190 0.584 2.978  0.110
28 H -1.289 0.011 1.754  0.106
29 H 1.535 0.497 -0.508  0.081
30 H 2.559 -0.863 -0.214  0.106
31 H 1.595 -1.724 -2.082  0.114
32 H 0.489 -2.324 -0.890  0.109
33 H -1.545 1.102 -4.964  0.039
34 H -1.554 -0.631 -4.739  0.035
35 H -2.465 0.337 -3.630  0.031
36 H 2.359 -0.058 -3.652  0.028
37 H 1.345 -1.075 -4.615  0.042
38 H 1.563 0.636 -5.064  0.042
39 H 1.005 2.207 -1.806  0.018
40 H 0.461 2.764 -3.343  0.043
41 H -0.717 2.474 -2.063  0.016
42 H 2.536 -1.728 2.942  0.110
43 H 3.156 -0.419 1.958  0.110
44 H 2.636 1.961 3.490  0.119
45 H 1.025 -3.343 2.914  0.115
46 H -0.185 -2.198 3.552  0.128
47 H -0.946 -4.611 3.489  0.093
48 H -0.767 -4.509 1.719  0.088
49 H -1.940 -3.511 2.496  0.086

The following is a quantum chemistry calculation of the molecule C3H4O2, from the Open Molecules 2025 dataset.

Results
ΔE to the lowest compared entry with this formula, charge and spin	116.1	kJ/mol
gap between HOMO and LUMO	9.96	eV
SMILES	O=C/C=C\O
LUMO level	0.01350	hartree
DFT total energy	-7269.4822	eV
net charge	0

Last column: Löwdin charge in e.
Cartesian coordinates (Å):
1 O -1.095 -2.136 0.131  0.039
2 C -0.757 -1.011 -0.141  -0.297
3 C 0.423 -0.401 0.462  -0.060
4 C 0.834 0.852 0.167  -0.176
5 O 0.078 1.639 -0.576  0.032
6 H -1.436 -0.442 -0.817  0.117
7 H 0.932 -1.047 1.178  0.114
8 H 1.738 1.328 0.549  0.132
9 H -0.718 1.216 -0.952  0.100

The following is a quantum chemistry calculation of a cluster of 2 separate species, C22H32N6O2Si in total, from the Open Molecules 2025 dataset.

Results
ΔE to the lowest compared entry with this formula, charge and spin	0.0	kJ/mol
gap between HOMO and LUMO	4.44	eV
LUMO level	-0.27823	hartree
DFT total energy	-44230.3974	eV
net charge	+2

Last column: Löwdin charge in e.
Cartesian coordinates (Å):
1 C -5.719 0.820 5.465  -0.174
2 Si -5.004 0.885 3.746  0.537
3 C -6.143 1.744 2.546  -0.190
4 C -4.502 -0.808 3.117  -0.180
5 C -3.418 1.945 3.837  -0.339
6 N -2.224 1.352 3.954  0.057
7 N -1.156 2.101 4.060  0.087
8 C -1.316 3.423 4.043  -0.357
9 C -0.106 4.293 4.180  -0.131
10 C 0.077 5.284 3.027  -0.188
11 C 0.639 4.664 1.746  -0.166
12 C -0.206 3.521 1.228  -0.155
13 O 0.284 3.179 -0.112  -0.034
14 C -0.342 2.160 -0.700  -0.333
15 O 0.014 1.015 -0.619  0.055
16 N -2.499 4.028 3.899  0.109
17 N -3.561 3.282 3.803  0.068
18 H -6.769 0.519 5.444  0.039
19 H -5.166 0.104 6.077  0.035
20 H -5.655 1.797 5.949  0.036
21 H -6.572 2.648 2.982  0.037
22 H -6.965 1.081 2.266  0.034
23 H -5.618 2.041 1.635  0.029
24 H -3.453 -0.818 2.812  0.013
25 H -5.119 -1.102 2.265  0.025
26 H -4.621 -1.567 3.893  0.032
27 H 0.766 3.642 4.278  0.120
28 H -0.203 4.848 5.117  0.126
29 H 0.769 6.061 3.354  0.117
30 H -0.874 5.780 2.818  0.112
31 H 1.657 4.308 1.922  0.125
32 H 0.693 5.427 0.967  0.124
33 H -0.118 2.623 1.844  0.115
34 H -1.260 3.811 1.153  0.136
35 H -1.219 2.465 -1.301  0.156
36 C -1.418 -0.930 -3.092  0.056
37 N -0.096 -1.573 -3.279  -0.061
38 C 0.953 -1.078 -2.601  0.035
39 C 2.198 -1.657 -2.717  0.066
40 C 2.365 -2.764 -3.543  -0.128
41 C 1.262 -3.254 -4.237  0.053
42 C 0.041 -2.636 -4.086  0.028
43 C 3.695 -3.415 -3.678  -0.122
44 C 3.837 -4.786 -3.491  0.059
45 C 5.083 -5.362 -3.616  0.031
46 N 6.157 -4.620 -3.922  -0.073
47 C 6.044 -3.293 -4.109  0.025
48 C 4.827 -2.664 -3.990  0.059
49 C 7.492 -5.251 -4.067  0.055
50 H -1.337 0.118 -3.367  0.114
51 H -1.703 -1.017 -2.047  0.118
52 H -2.143 -1.427 -3.728  0.105
53 H 0.751 -0.230 -1.953  0.112
54 H 3.016 -1.244 -2.144  0.145
55 H 1.340 -4.102 -4.904  0.142
56 H -0.847 -2.972 -4.603  0.154
57 H 2.996 -5.413 -3.233  0.144
58 H 5.248 -6.420 -3.473  0.156
59 H 6.953 -2.762 -4.355  0.161
60 H 4.772 -1.597 -4.154  0.145
61 H 8.184 -4.774 -3.378  0.118
62 H 7.831 -5.124 -5.092  0.119
63 H 7.408 -6.307 -3.833  0.107